The following is a quantum chemistry calculation of the molecule C20H18N4 in a non-equilibrium geometry, from OMol25.

* E_HOMO: -7.413 eV
* energy relative to the best compared isomer or geometry (same formula, charge and spin): 511.0 kJ/mol
* lowest unoccupied orbital energy: 0.741 eV
* total charge: 0
* energy: -991.79371 Ha
* spin multiplicity: 1
* structure (SMILES): c1ccc(/N=C2/NN(c3ccccc3)CN2c2ccccc2)cc1

```
42
Properties=species:S:1:pos:R:3:forces:R:3
N -1.30604 -1.41022 0.69068 1.529 1.403 -1.093
C -0.67966 -0.26780 0.49928 -0.776 -0.950 3.155
C -0.37267 -5.12768 -1.10489 -0.063 2.031 1.039
C 1.79165 -1.17214 -3.94128 -1.655 -0.171 -0.130
C -1.21463 5.20741 3.33839 2.502 0.404 1.290
C -1.66047 -4.61530 -1.18071 -1.770 2.528 1.033
C 0.65437 -4.37793 -0.55351 -3.708 4.435 0.791
C 0.38752 -1.19017 -3.58418 1.724 -0.098 -0.961
C 2.68097 -0.62590 -3.07054 0.648 -0.133 2.040
C 0.16864 4.84610 3.49918 -1.357 -2.926 -1.345
C -2.04826 4.43197 2.55276 1.351 -1.697 -1.441
C -1.92346 -3.30487 -0.50369 0.131 -4.620 -2.033
C 0.39131 -3.00920 -0.04024 3.647 -3.677 -0.494
C -0.07111 -0.66424 -2.40070 -1.259 1.324 1.042
C 2.21830 -0.13984 -1.78266 -1.028 -0.028 -1.002
C 0.67890 3.57882 2.90680 -2.416 2.607 0.692
C -1.57682 3.30664 1.86445 2.503 1.191 2.267
C -0.89876 -2.62207 0.11628 -1.297 2.083 -1.185
C 0.82426 -0.06674 -1.47117 1.545 -1.875 -1.363
C -0.18683 2.85215 2.11494 -4.209 1.444 -0.470
N -0.95479 0.61545 1.50372 0.408 2.694 -0.455
N 0.33617 0.34501 -0.21400 1.288 0.229 -1.563
N 0.10499 1.62262 1.60405 -0.607 -2.300 1.251
C 0.93908 1.52101 0.45519 0.901 -2.477 1.953
H -0.08085 -6.07522 -1.36189 0.098 -2.335 -1.156
H 2.20765 -1.59726 -4.87841 -0.838 0.233 0.644
H -1.54971 6.05612 3.96568 -0.035 -0.555 -0.737
H -2.51576 -5.13664 -1.73420 1.415 0.733 1.041
H 1.60890 -4.70971 -0.54238 2.868 -1.096 0.008
H -0.25692 -1.63011 -4.32414 -0.501 -0.050 0.106
H 3.76216 -0.80431 -3.32321 -1.071 0.786 0.686
H 0.79327 5.30720 4.23715 0.144 0.523 0.056
H -3.05938 4.54746 2.30223 -1.427 1.160 0.492
H -2.93410 -2.92217 -0.47194 0.076 0.081 -0.012
H 1.34218 -2.45954 0.25878 -1.771 -0.381 -0.114
H -1.17483 -0.54639 -2.10305 1.666 -0.670 -0.847
H 2.92322 0.15174 -1.02708 0.317 0.218 0.097
H 1.58435 3.12047 3.21760 0.863 0.026 0.107
H -2.32165 2.75887 1.32761 0.232 -0.566 -0.456
H -1.55291 0.41618 2.29657 0.739 -0.192 -0.138
H 0.96973 2.46325 -0.01667 -0.224 0.840 -1.646
H 1.97199 1.32703 0.87921 -0.581 -0.177 -1.149
```
Forces are in eV/Å.

The following is a quantum chemistry calculation of the molecule C20H18N4OS in a non-equilibrium geometry, from OMol25.

* E_HOMO: -7.754 eV
* energy relative to the best compared isomer or geometry (same formula, charge and spin): 48.7 kJ/mol
* lowest unoccupied orbital energy: -0.015 eV
* total charge: 0
* energy: -1465.38905 Ha
* spin multiplicity: 1
* structure (SMILES): NC[C@H](C(=O)Nc1ccc(-c2ccnc3[nH]ccc23)s1)c1ccccc1

```
44
Properties=species:S:1:pos:R:3:forces:R:3
O 1.12447 0.01875 3.86895 -0.411 0.393 0.301
N -4.31593 1.18922 -3.89378 0.466 0.200 0.057
S -0.09696 0.45876 -0.53788 -0.933 0.095 0.352
C 1.87823 0.10224 2.92452 -0.374 -1.105 0.714
C -2.20975 0.62870 0.95731 2.444 0.310 -0.957
C -1.06862 0.46911 1.85697 -0.429 -0.188 0.020
C -5.23959 1.29688 -0.40355 1.625 -0.622 0.209
C -1.85967 0.70365 -0.40210 0.044 -0.384 2.843
C 0.12093 0.33054 1.20790 -1.014 0.385 -1.285
C -6.45441 1.43840 -1.01419 3.036 -0.212 -0.315
C -2.98381 0.99862 -3.94602 -1.142 0.075 0.303
C -4.82561 1.27894 -2.65156 0.530 -0.374 -1.054
C 5.66442 1.69845 0.01732 0.067 -0.451 -0.846
C 5.36918 0.31192 -0.11013 -0.191 1.109 0.437
C 5.18098 2.45062 1.07241 0.237 -0.457 0.494
C -2.18781 0.84399 -2.81869 -0.436 0.206 0.084
C 4.61227 -0.32837 0.87894 0.137 1.787 0.576
C 4.46944 1.80241 2.07278 -0.295 -0.604 -0.283
C -4.13813 1.14138 -1.46447 -1.418 0.401 2.661
C -2.75488 0.90971 -1.53233 1.065 -0.250 -0.626
C 4.16184 0.42846 2.00267 1.183 0.353 -0.582
N 1.42559 0.16324 1.63428 1.125 0.378 -0.164
N -6.13786 1.45160 -2.36865 -3.251 0.391 -1.686
N 5.02320 -1.89476 3.60130 -0.183 -0.373 0.437
C 3.37587 -0.14728 3.14470 -0.781 0.431 0.438
C 3.58230 -1.66795 3.39520 0.705 0.805 -0.269
H -3.18491 0.77744 1.35513 -0.566 -0.018 -0.031
H -1.10047 0.45412 2.95003 -0.227 -0.043 -0.532
H -5.09994 1.22974 0.67792 -0.056 0.047 -0.552
H -7.41672 1.48500 -0.52093 0.007 0.160 -0.676
H -2.50241 0.94233 -4.92137 -0.383 0.035 0.031
H 6.26099 2.23948 -0.73024 -0.248 -0.596 0.153
H 5.70103 -0.23316 -0.98921 0.056 0.057 0.202
H 5.43494 3.50547 1.19428 -0.141 -0.313 -0.233
H -1.12892 0.68484 -3.00779 -0.138 -0.023 0.406
H 4.39599 -1.37154 0.80476 -0.127 -0.521 -0.061
H 4.12058 2.37873 2.91823 -0.053 -0.057 0.170
H 2.16697 0.31014 0.95338 -0.406 -0.073 0.001
H -6.82986 1.58157 -3.11721 0.675 -0.172 0.624
H 5.56469 -1.45828 2.85084 -0.266 -0.214 0.436
H 5.33460 -1.48872 4.48796 -0.165 -0.161 -0.447
H 3.64328 0.38792 4.11443 -0.371 -0.584 -1.251
H 2.95128 -1.96903 4.25101 0.591 0.055 -0.326
H 3.25696 -2.24948 2.52067 0.012 0.125 0.228
```
Forces are in eV/Å.

The following is a quantum chemistry calculation of a structure of composition C20H18N5Tl in a non-equilibrium geometry, from OMol25.

* E_HOMO: -6.452 eV
* lowest unoccupied orbital energy: 0.554 eV
* total charge: 0
* energy: -1219.17432 Ha
* spin multiplicity: 1

```
44
Properties=species:S:1:pos:R:3:forces:R:3
Tl -1.06892 0.14055 -0.25595 -0.217 0.034 0.156
C -0.53043 6.33024 -2.53578 -0.058 -0.069 -0.067
C -0.31747 5.10604 -1.69695 0.078 -0.070 0.042
C -0.87802 5.00072 -0.42590 0.086 0.062 -0.147
C -0.63998 3.90161 0.36038 -0.045 -0.223 -0.185
C 0.16805 2.82911 -0.06765 0.199 0.353 -0.148
N 0.43268 1.75735 0.76448 -0.325 -0.656 -0.699
C 0.88277 2.02277 2.01278 0.201 -0.095 0.306
C 1.44343 3.28355 2.33516 0.007 -0.046 -0.048
C 1.90139 3.61177 3.58430 -0.078 -0.217 0.160
C 1.82154 2.69440 4.62811 0.090 0.060 -0.004
C 2.28730 3.03340 6.01353 0.056 -0.109 -0.039
C 1.34079 1.43487 4.33026 -0.026 0.084 -0.101
C 0.92383 1.05840 3.05304 0.116 1.066 0.188
N 0.58212 -0.30094 2.89480 0.238 -0.656 -0.013
C 1.08924 -1.30764 3.63643 -0.039 -0.488 -0.063
C 0.45644 -2.47077 3.25735 0.136 0.107 0.175
C -0.42417 -2.07798 2.25609 0.122 0.396 0.052
N -0.32949 -0.76673 2.03918 -0.566 -0.127 -0.177
C 0.64597 2.89869 -1.39410 -0.615 0.469 0.577
C 0.41388 4.03018 -2.16913 -0.129 0.098 0.025
N 1.36215 1.83728 -1.98719 0.499 -0.160 -0.127
C 2.39791 1.94663 -2.83967 0.287 -0.378 -0.219
C 2.68490 0.68097 -3.30314 0.006 0.304 0.030
C 1.75820 -0.14418 -2.66691 -0.118 0.265 0.131
N 0.96687 0.56707 -1.87654 -0.242 -0.410 0.038
H -0.78732 7.17934 -1.90547 -0.008 0.078 -0.050
H -1.34137 6.17797 -3.25055 -0.013 0.070 -0.037
H 0.37117 6.57178 -3.09566 0.012 0.087 -0.066
H -1.50290 5.80111 -0.05664 -0.057 0.101 0.077
H -1.07531 3.84153 1.34793 0.047 -0.016 0.089
H 1.51759 4.01533 1.54535 0.036 0.028 -0.003
H 2.32027 4.59270 3.76026 0.029 0.113 0.013
H 2.38685 4.11062 6.13246 0.008 0.025 0.080
H 3.25954 2.57623 6.21126 0.026 0.059 0.103
H 1.58628 2.66118 6.75954 -0.001 0.042 0.107
H 1.27846 0.71684 5.13412 -0.057 -0.112 0.071
H 1.87253 -1.16408 4.35056 0.126 0.148 0.096
H 0.61562 -3.45423 3.64759 0.066 -0.185 0.086
H -1.12165 -2.67581 1.70060 -0.093 -0.024 -0.195
H 0.81469 4.06574 -3.17168 0.018 -0.034 -0.153
H 2.87003 2.88322 -3.04974 0.031 0.255 0.022
H 3.44289 0.39742 -4.00045 0.240 -0.032 -0.147
H 1.63183 -1.20523 -2.75780 -0.071 -0.196 0.062
```
Forces are in eV/Å.

The following is a quantum chemistry calculation of a structure of composition C20H19AsN2O6S3Ti, from OMol25.

* E_HOMO (alpha / beta): -3.831 / -5.312 eV
* energy relative to the best compared isomer or geometry (same formula, charge and spin): 16.9 kJ/mol
* lowest unoccupied orbital energy (alpha / beta): 2.196 / 2.102 eV
* total charge: -1
* energy: -5614.51588 Ha
* spin multiplicity: 2

```
52
Properties=species:S:1:pos:R:3:forces:R:3
Ti -0.23624 -0.84273 0.09053 -0.258 -0.116 -0.307
O -3.82298 -2.29504 0.61444 0.016 0.031 -0.059
C -3.06441 -1.35776 0.47602 0.028 0.052 0.034
O -2.13392 -1.25504 -0.43542 0.354 -0.005 0.114
C -3.20612 -0.12877 1.39491 0.043 -0.036 -0.010
C -2.62986 1.11914 0.72363 -0.067 0.065 0.028
C -3.05029 2.39472 1.45409 0.031 -0.003 -0.026
C -2.17786 2.33161 2.73120 0.021 -0.005 -0.012
C -1.42659 1.01909 2.51623 -0.058 0.017 0.058
O -1.22773 1.00807 1.08741 0.148 -0.074 -0.042
C -2.36142 -0.19289 2.71049 0.058 0.001 -0.003
C -1.41960 -1.37938 2.91379 -0.033 0.018 0.048
O -1.20494 -1.77114 4.06026 -0.020 -0.037 -0.013
O -0.80810 -1.80439 1.87385 0.153 0.112 -0.098
H -4.26312 -0.01872 1.63434 -0.006 -0.030 -0.024
H -2.70623 1.14048 -0.35789 -0.001 0.002 0.004
H -4.11956 2.40099 1.66347 -0.004 -0.008 0.000
H -2.81082 3.27113 0.85319 -0.003 0.001 0.004
H -2.75822 2.31182 3.65297 0.005 -0.005 0.004
H -1.48175 3.16877 2.77824 -0.004 0.000 -0.004
H -0.46162 0.93538 3.00953 -0.003 -0.001 -0.003
H -2.97490 -0.08687 3.60244 0.008 -0.009 0.007
S 1.73096 -1.49334 -2.78005 -0.093 0.010 -0.067
C 1.00532 -0.14482 -3.65699 0.001 0.004 0.043
C 1.19738 -0.20333 -5.03217 0.007 0.013 -0.033
C 0.76226 0.80775 -5.87537 -0.019 -0.018 0.105
C 0.99798 0.71779 -7.28304 0.018 0.050 -0.088
N 1.20287 0.64632 -8.41268 -0.002 -0.032 0.004
C 0.08668 1.90080 -5.30868 0.031 -0.086 0.086
C -0.12426 1.94414 -3.94344 0.014 0.022 -0.042
C 0.32965 0.94191 -3.06732 0.004 -0.072 -0.009
S 0.03577 1.21451 -1.37924 -0.006 -0.084 0.119
C -0.38966 2.97593 -6.12986 -0.007 0.071 -0.083
N -0.76417 3.84542 -6.78185 -0.015 0.000 0.017
H 1.70191 -1.06160 -5.45801 0.001 0.002 -0.008
H -0.65010 2.78750 -3.51703 -0.002 0.002 -0.002
S 0.97447 -2.96330 -0.33323 -0.122 -0.292 -0.068
C 0.78492 -1.66782 -1.37803 -0.058 0.242 0.132
C 1.88091 -2.76927 2.90556 0.071 0.048 0.040
As 2.52507 -1.25675 1.91493 0.084 0.004 0.269
C 3.97825 -1.71176 0.73455 -0.040 0.031 0.020
C 3.32134 -0.11132 3.24541 -0.002 -0.030 -0.018
O 1.39461 -0.26167 1.19923 -0.247 0.167 -0.087
H 2.61668 -2.98694 3.68140 0.013 -0.001 -0.009
H 1.74327 -3.62578 2.25407 -0.005 0.022 -0.027
H 0.92001 -2.49290 3.34433 0.000 -0.018 0.014
H 4.90698 -1.73259 1.30484 0.005 -0.003 -0.008
H 4.02057 -0.93359 -0.02671 -0.004 -0.010 -0.002
H 3.78695 -2.66905 0.25903 -0.023 0.002 0.009
H 4.12504 -0.61786 3.77874 -0.005 -0.021 -0.015
H 2.53942 0.17597 3.94668 0.005 0.006 0.000
H 3.70519 0.77719 2.74720 -0.010 0.003 0.007
```
Forces are in eV/Å.

Q: energy of number 3 (C20H18N5Tl)?
A: -1219.17432 Ha

Q: Which formula does entry 1 have?
A: C20H18N4